No. 1
Computed, not measured: 12 unconnected molecules or ions with the total composition C57H138F24N8O8P4, with wB97M-V/def2-TZVPD.

```
239
Properties=species:S:1:pos:R:3:forces:R:3
C 5.97698 -2.86222 -1.27870 -0.5 1.7 0.5
C 4.99635 -3.83049 -1.96897 -1.2 -0.1 2.0
C 5.12894 -4.20954 -3.39951 1.5 0.8 -1.5
N 4.61789 -5.62064 -3.75991 0.9 -0.3 -1.3
C 5.30286 -6.66953 -3.00875 0.8 -1.0 0.9
C 3.12272 -5.77402 -3.63203 0.1 2.4 -0.3
C 2.61140 -6.37219 -4.93232 -1.1 1.1 -0.7
C 3.66162 -5.85984 -6.00901 -2.6 0.4 0.0
C 4.90835 -5.93213 -5.25254 1.9 -0.7 0.7
H 5.77310 -2.87431 -0.19608 -0.1 -0.4 -0.2
H 5.90007 -1.73612 -1.43990 -0.1 -1.6 -0.7
H 7.00393 -3.15644 -1.36640 0.6 -0.2 -0.3
H 3.98105 -3.44588 -1.81719 0.1 0.0 0.1
H 5.05494 -4.73868 -1.34452 -0.1 0.3 -0.2
H 6.23913 -4.18988 -3.62081 -1.2 -0.3 -0.3
H 4.60278 -3.43897 -4.05161 0.6 -1.3 0.5
H 5.19488 -6.48163 -1.95040 -0.4 -0.4 0.2
H 6.37647 -6.70371 -3.15773 0.2 0.5 -0.5
H 4.97440 -7.67522 -3.32009 -0.4 0.6 0.3
H 2.91555 -6.25167 -2.70175 -0.3 -0.6 0.5
H 2.87186 -4.70186 -3.52397 -0.9 -0.7 -0.2
H 2.59597 -7.44456 -4.88826 0.3 -0.7 0.0
H 1.51164 -6.11025 -5.15092 1.8 0.0 0.4
H 3.66087 -6.58449 -6.82576 0.1 0.4 -0.2
H 3.42464 -4.82046 -6.37885 0.1 -1.2 0.4
H 5.32874 -6.96998 -5.30702 -0.4 0.9 0.3
H 5.69625 -5.25797 -5.54541 0.2 0.2 -0.3
C -3.08080 -6.52802 3.22799 0.5 0.8 -0.4
C -2.61793 -6.35635 4.65473 1.3 0.5 -0.5
C -2.35706 -4.86224 4.88731 1.1 -0.6 1.5
N -1.49658 -4.69013 6.19189 -0.7 0.3 -0.9
C -2.26970 -5.42776 7.23147 0.0 -1.1 -0.6
C -1.33757 -3.20218 6.54959 -0.2 0.1 0.2
C -0.09329 -3.28272 7.49435 -1.1 0.9 -0.9
C 0.80831 -4.28365 6.78341 0.1 -1.1 1.8
C -0.04815 -5.28386 6.03112 -1.2 2.3 -1.7
H -2.25056 -6.28803 2.50983 -0.7 -0.4 0.6
H -3.89370 -5.79062 3.01840 0.4 -0.9 0.2
H -3.37381 -7.56926 3.14570 -0.4 0.0 -0.6
H -1.63189 -6.94057 4.79126 -1.7 0.7 0.1
H -3.43014 -6.67887 5.31108 0.4 -0.3 -0.1
H -3.27966 -4.31582 5.06134 0.0 0.2 -0.1
H -1.77235 -4.38713 4.11409 0.0 0.1 -0.3
H -3.25559 -4.96608 7.37855 0.3 -0.3 -0.3
H -1.79656 -5.51937 8.18754 0.6 0.4 0.4
H -2.31382 -6.45555 6.80081 -0.4 0.8 1.0
H -2.25775 -2.88743 7.10117 0.7 -0.3 -0.5
H -1.29614 -2.58286 5.60563 0.4 -0.9 1.2
H -0.49624 -3.72461 8.41670 0.5 0.4 0.0
H 0.38900 -2.28578 7.68327 -0.5 -1.1 -0.1
H 1.24086 -4.91884 7.54932 0.8 0.3 0.3
H 1.59318 -3.80591 6.25139 0.4 0.2 -0.9
H -0.01484 -6.26396 6.43504 -0.2 -0.8 0.3
H 0.18014 -5.29807 4.94121 -0.2 -0.1 0.8
C -6.58041 -5.53029 -5.10923 -1.9 1.5 -0.2
C -6.43320 -4.18716 -5.87540 0.7 0.3 1.4
C -5.01100 -3.65969 -5.64704 1.6 -1.7 -0.3
N -4.60584 -2.48058 -6.47602 -0.4 -0.5 -1.0
C -5.06624 -2.66113 -7.89845 0.3 2.5 0.2
C -3.06212 -2.32077 -6.51746 -1.1 -1.3 0.1
C -2.87953 -0.87100 -6.27840 -0.2 1.7 -0.5
C -3.99585 -0.53525 -5.27434 1.5 0.9 0.3
C -5.14831 -1.20149 -5.86404 -1.6 -0.7 -0.2
H -7.68575 -5.73642 -5.13323 1.2 -0.6 -0.3
H -6.39679 -5.39472 -4.04832 0.6 -0.2 0.1
H -5.93822 -6.25622 -5.60998 -0.4 -0.3 0.4
H -7.18114 -3.41415 -5.68989 -0.1 -0.1 0.7
H -6.61836 -4.40145 -6.89423 0.3 -0.4 -1.2
H -4.28970 -4.52468 -5.88685 -0.9 1.2 -0.1
H -4.66622 -3.41678 -4.62594 -0.9 0.0 -0.1
H -6.14336 -2.62336 -7.94564 -0.3 0.2 0.0
H -4.74775 -3.61830 -8.22971 0.5 -0.6 -0.5
H -4.63001 -1.76260 -8.46285 -0.6 -1.6 0.5
H -2.67694 -2.83688 -7.42756 -0.3 0.8 0.6
H -2.77739 -2.90168 -5.67009 0.7 -0.2 0.6
H -3.05166 -0.32062 -7.23714 0.4 -0.1 0.8
H -1.94802 -0.60946 -5.80298 0.5 -0.1 -0.4
H -4.20936 0.52731 -5.14089 0.3 0.0 -0.2
H -3.66743 -0.88226 -4.29871 -0.2 -0.4 0.2
H -5.53538 -0.59900 -6.68247 -0.1 0.0 -0.1
H -5.97397 -1.40272 -5.15835 0.3 -0.2 -0.5
C 4.12308 -0.02978 -3.49543 -0.4 0.9 -0.4
O 3.83806 -0.89327 -2.43800 0.3 -0.4 1.1
C 2.64085 -0.51876 -1.77961 0.1 -1.6 0.2
C 2.75534 0.22936 -0.47822 1.0 1.2 -1.2
N 2.90268 -0.61048 0.69630 -1.2 -0.8 0.8
H 1.94778 -0.95921 0.83878 0.3 -0.6 0.5
H 3.49660 -1.42154 0.54192 0.2 -0.1 0.0
C 3.31026 0.11956 1.93559 0.8 -0.6 0.6
C 4.78823 0.48814 1.82974 -0.2 0.4 0.1
O 5.59183 -0.63558 1.59393 0.0 -0.5 -0.1
C 6.89269 -0.43212 2.09554 1.2 -0.1 1.0
H 4.24769 1.00283 -3.11884 0.2 -0.2 -0.2
H 3.24677 -0.02484 -4.17161 0.5 0.0 -0.2
H 5.03349 -0.35202 -4.00946 -0.2 0.0 0.1
H 2.06980 -1.43301 -1.63004 0.1 -0.2 0.3
H 2.05860 -0.01321 -2.49464 -1.0 1.2 -0.6
H 1.91055 0.88865 -0.34121 -0.3 0.0 0.2
H 3.62383 0.85805 -0.48628 0.4 0.6 -0.4
H 3.19044 -0.52721 2.82792 -0.3 0.3 -0.9
H 2.62682 0.95854 1.95871 0.2 0.4 0.3
H 5.15684 0.95269 2.75546 -0.6 0.3 -0.2
H 4.91731 1.15038 0.98533 0.2 0.7 -0.1
H 6.95336 -0.52547 3.20203 -0.4 -0.2 -0.4
H 7.32544 0.56030 1.91746 -0.4 0.1 -0.5
H 7.60104 -1.15710 1.68608 -0.4 0.0 -0.1
C 3.50026 6.00385 7.24368 1.9 2.3 -0.7
O 3.40862 6.55901 5.87979 -0.6 -1.6 1.6
C 2.31539 5.95667 5.21807 -1.5 0.3 2.4
C 2.20149 6.75275 3.99556 0.4 -1.2 -1.0
N 3.56068 6.76634 3.30495 -1.3 1.9 -0.9
H 3.49156 7.38124 2.48840 0.0 -0.1 0.1
H 4.25499 7.17867 3.90865 0.5 0.3 0.8
C 4.08502 5.46595 2.91830 0.2 -1.8 -1.0
C 5.58897 5.51143 2.60970 -0.1 0.9 0.6
O 6.07628 6.33103 3.66143 0.8 -0.6 1.1
C 7.34589 6.04978 4.30509 -1.3 -1.9 0.4
H 2.65586 6.31249 7.85064 -0.3 -0.2 -0.1
H 4.40950 6.53659 7.65517 -1.0 -1.0 -0.2
H 3.63759 4.93816 7.18369 0.0 -0.4 0.2
H 1.34060 6.07927 5.81434 1.1 0.2 -0.7
H 2.32947 4.85210 5.12793 0.7 0.4 -0.3
H 1.73667 7.69479 4.17918 0.7 1.2 0.1
H 1.53109 6.27197 3.34934 -0.8 -0.8 -1.3
H 3.50600 5.07235 2.04724 0.4 0.1 1.1
H 3.97864 4.90367 3.84610 0.0 -0.6 -0.5
H 5.84653 6.06263 1.72265 -0.3 0.0 -0.9
H 6.01196 4.49158 2.47592 -0.2 0.5 0.6
H 7.61148 4.93772 4.24193 -0.4 1.6 0.3
H 7.33352 6.43430 5.32877 -0.6 -0.5 0.0
H 8.07884 6.63513 3.87349 1.7 0.9 -1.4
C -8.94231 6.23055 3.75905 -1.3 -1.4 -1.1
O -8.18628 5.05225 4.01289 -0.1 -0.9 0.2
C -9.02257 3.89869 3.97649 0.1 0.4 -1.5
C -8.14325 2.67318 3.96523 1.0 1.7 0.3
N -7.53914 2.48411 5.30370 0.8 1.5 1.0
H -7.04570 3.35809 5.61788 0.0 -0.8 -0.6
H -8.19842 2.33374 6.06730 -0.7 0.3 -0.4
C -6.68950 1.30358 5.36206 -0.2 -1.4 4.6
C -5.87759 1.31776 6.75578 0.0 0.4 0.0
O -5.07929 2.52384 6.74128 -1.1 -0.1 -0.2
C -3.73760 2.38760 7.16548 1.1 -1.8 0.5
H -8.31368 7.07628 3.68298 0.9 0.6 -0.4
H -9.59742 6.42643 4.59199 -0.6 0.0 0.2
H -9.52073 6.02219 2.79884 0.5 0.8 1.2
H -9.60026 3.84576 3.02566 0.2 0.3 0.4
H -9.77142 3.90206 4.76864 0.0 -0.1 0.3
H -7.30440 2.77146 3.23832 -0.6 0.1 0.6
H -8.65973 1.79495 3.74875 -1.1 -1.4 -0.4
H -5.95980 1.28069 4.62567 0.9 -0.3 -1.7
H -7.42208 0.46134 5.45172 1.1 0.3 -0.8
H -5.17958 0.48525 6.81397 -0.2 -0.4 -0.5
H -6.51993 1.17232 7.70901 0.6 0.8 -1.5
H -3.24625 1.46624 6.65106 -0.7 1.5 0.8
H -3.67918 2.28097 8.27630 -0.1 -0.3 -0.7
H -3.12722 3.27680 6.97151 -0.6 -0.1 -0.5
C -1.77875 1.46983 -1.78423 -0.5 0.0 -0.7
O -2.15912 0.11727 -1.80083 1.0 -0.9 -0.1
C -3.13287 -0.13342 -0.83659 -0.3 0.9 0.1
C -3.42971 -1.59094 -0.69317 0.7 -0.5 1.7
N -2.12806 -2.30294 -0.48522 1.5 0.1 0.8
H -1.47871 -1.90797 -1.16892 0.1 0.5 -0.1
H -1.69860 -2.12694 0.45904 -0.7 -0.1 -0.7
C -2.06202 -3.75127 -0.80710 -2.0 -0.5 0.5
C -2.82030 -4.61337 0.20519 -2.3 1.5 -1.2
O -4.22387 -4.75362 -0.26441 1.9 -0.4 0.7
C -4.94958 -5.57087 0.63660 -1.3 0.3 1.0
H -1.47808 1.81076 -0.81283 0.5 0.0 0.7
H -2.64986 2.08099 -2.04411 0.1 0.2 -0.3
H -0.96862 1.56356 -2.49769 0.0 0.3 -0.1
H -4.01704 0.33016 -1.24114 -1.0 0.4 0.5
H -2.83276 0.34486 0.11319 -0.4 -0.4 -0.2
H -3.76279 -2.05041 -1.59264 -0.9 -0.1 -0.7
H -4.08858 -1.75114 0.20378 0.5 -0.1 -1.1
H -1.06023 -4.08946 -0.67811 1.0 0.3 -0.7
H -2.48232 -3.80352 -1.83808 0.7 -0.6 0.8
H -2.86443 -4.12988 1.17572 0.2 0.2 0.3
H -2.29886 -5.53838 0.33020 -0.1 -1.0 -0.2
H -4.30320 -6.23369 1.22527 -0.2 0.2 -0.5
H -5.66941 -6.19039 0.09911 0.2 0.1 -0.3
H -5.59471 -4.96988 1.37553 1.1 -0.5 -0.9
C 1.13863 9.02132 -4.83860 -2.7 -0.1 -0.2
C 2.42364 8.50447 -4.24129 -0.4 -0.3 -0.2
C 2.34393 6.99363 -4.22101 0.8 -0.4 -1.9
N 3.54032 6.21854 -3.79027 2.2 -0.4 1.7
C 3.32161 4.69525 -3.84092 -0.9 1.7 -0.7
C 2.99964 4.29654 -5.27034 0.1 -0.5 1.2
C 3.99991 4.76903 -6.31870 -0.5 -0.9 0.5
C 4.65468 6.10298 -6.05126 1.1 1.0 0.4
C 4.84895 6.49519 -4.55807 -1.5 -0.7 -0.7
C 3.86499 6.53664 -2.36648 -2.1 0.6 0.6
H 1.17970 10.11000 -4.83296 -0.1 0.0 -0.5
H 0.20665 8.77294 -4.26453 1.0 0.2 0.3
H 0.77418 8.60264 -5.82465 1.3 0.6 0.6
H 2.50468 8.88713 -3.23896 0.1 0.3 0.4
H 3.19978 8.96493 -4.84784 0.5 -0.5 0.1
H 2.26209 6.64665 -5.25383 -0.6 0.3 0.0
H 1.47057 6.65126 -3.67430 0.1 -0.1 0.3
H 2.47957 4.55778 -3.18844 -0.3 -0.4 0.2
H 4.18813 4.29492 -3.37591 0.8 -0.6 0.1
H 1.98627 4.62556 -5.37925 -0.5 0.5 -0.8
H 2.85253 3.22058 -5.27288 0.4 -0.3 -0.1
H 3.46402 4.76391 -7.24585 -0.1 0.3 -0.7
H 4.75813 4.00268 -6.44083 0.2 -0.1 0.2
H 4.21697 6.90612 -6.67022 0.0 -0.2 0.7
H 5.68341 6.02072 -6.38824 0.2 0.2 -0.4
H 5.11831 7.52052 -4.39962 -0.2 0.7 -0.3
H 5.64790 5.94993 -4.02800 -0.6 -0.3 -0.4
H 2.95134 6.34157 -1.73530 1.4 -0.1 -0.8
H 4.01574 7.59708 -2.29920 0.5 0.5 -0.1
H 4.73826 6.00796 -2.04373 0.3 -0.4 0.2
P -0.08129 -2.41839 -3.90145 -1.7 -1.0 -0.2
F -0.58867 -2.58562 -5.41155 0.5 -0.2 -0.4
F -0.01888 -4.05288 -3.71753 -0.1 0.7 0.0
F 1.43167 -2.41136 -4.33014 1.2 -0.1 -0.3
F 0.32154 -2.22213 -2.36111 -0.3 -0.3 0.8
F -0.13930 -0.83055 -4.04843 -0.3 0.6 -0.1
F -1.70938 -2.46230 -3.46770 0.8 0.2 0.1
P 0.87113 -2.87045 2.57103 0.5 -0.6 -0.4
F 0.37223 -1.36626 2.15980 0.7 -0.3 -0.6
F 1.74135 -2.97198 1.20065 -0.4 0.1 -0.7
F 2.23757 -2.30814 3.27364 -0.5 0.4 0.1
F 1.36740 -4.35404 2.94388 -0.6 -0.1 0.3
F 0.07003 -2.68256 3.91420 -0.3 -0.6 0.6
F -0.44935 -3.53381 1.78250 0.8 0.7 0.6
P 1.67217 4.24917 -0.28550 0.3 -1.6 -0.7
F 1.79140 5.17011 0.97003 -0.2 1.4 1.3
F 1.34524 5.53003 -1.23626 -0.3 -0.2 0.3
F 3.28873 4.44945 -0.53647 0.0 0.2 0.4
F 1.73457 3.31908 -1.59867 -0.9 -0.6 0.0
F 2.00235 2.94729 0.67326 0.1 0.2 -0.3
F 0.10755 3.99704 -0.01725 0.4 0.1 -0.5
P -3.47535 -0.77345 3.06774 0.4 -1.7 3.2
F -2.31255 -1.02830 1.98465 0.4 -0.2 -0.2
F -4.25966 0.07023 2.04803 -1.2 1.7 -1.2
F -4.27385 -2.11123 2.55151 0.3 0.1 -0.1
F -4.67724 -0.58218 4.21683 0.7 0.4 -0.7
F -2.69692 -1.72303 4.15207 0.0 0.2 -0.4
F -2.65830 0.51768 3.65151 -0.7 -0.5 -0.4
```
Positions in Å, forces in eV/Å.

LUMO	-0.207	Ha
charge	+4
E_tot	-7056.29085	a.u.
E_HOMO	-15.535	eV

Löwdin population analysis, charges in e, atoms 1 to 5: atom 1 (C): -0.0815, atom 2 (C): -0.2434, atom 3 (C): -0.1143, atom 4 (N): -0.2531, atom 5 (C): -0.0169

---

No. 2
Computed, not measured: a gas-phase ion, C5H11N3 (charge +2), with wB97M-V/def2-TZVPD.

```
19
Properties=species:S:1:pos:R:3:forces:R:3
C 1.75911 2.86995 -1.79713 1.5 -0.4 1.0
C 0.73165 2.12619 -1.16446 -3.3 -3.6 2.7
N -0.03959 1.36896 -0.64596 5.3 4.9 -2.9
C -1.19993 0.80452 -0.35796 -3.8 0.8 -1.0
C -1.41852 -0.39308 0.12887 -0.2 -2.7 1.9
N -0.59022 -1.28570 0.78717 -1.4 0.9 -2.0
C 0.77903 -1.00525 1.16285 -0.4 -1.7 1.2
N -1.11358 -2.57127 1.05944 1.5 -0.8 2.7
H 2.58213 2.20060 -2.09947 -0.2 0.2 0.4
H 2.10136 3.76357 -1.28298 0.2 -0.2 0.8
H 1.40700 3.29155 -2.66518 -1.3 0.7 -2.5
H -2.14571 1.33947 -0.70844 1.6 -0.5 0.4
H -2.42311 -0.78630 0.15783 -0.4 0.5 -0.3
H 1.31835 -1.98481 1.09955 0.2 1.1 -0.2
H 1.10506 -0.28239 0.43304 0.8 0.1 0.4
H 0.72225 -0.70838 2.22967 0.8 0.4 -0.7
H -1.46540 -3.19544 0.30784 0.7 0.5 -0.3
H -1.86807 -2.57501 1.78998 0.5 0.3 -0.4
H -0.24181 -2.97717 1.56535 -2.0 -0.4 -1.0
```
Positions in Å, forces in eV/Å.

LUMO	-0.291	Ha
SMILES string	CC#[N+]/C=C\N(C)[NH3+]
energy above the lowest of the compared OMol25 structures with the same formula, charge and spin	115.5	kcal per mole
charge	+2
E_tot	-360.61861	a.u.
E_HOMO	-17.156	eV

Löwdin population analysis, charges in e, atoms 1 to 5: atom 1 (C): 0.0487, atom 2 (C): 0.1427, atom 3 (N): 0.1766, atom 4 (C): -0.0968, atom 5 (C): -0.0332

---

No. 3
Computed, not measured: 2 unconnected molecules or ions with the total composition C19H40ClNO7PS2Si, with wB97M-V/def2-TZVPD.

```
72
Properties=species:S:1:pos:R:3:forces:R:3
C -3.56816 -1.89807 2.56688 -0.2 -0.6 0.1
C -2.44252 -2.90986 2.65068 -0.4 0.3 -0.1
N -1.29141 -2.37675 3.38678 0.1 -0.2 -0.2
C -1.66356 -2.30305 4.81076 0.3 0.8 0.4
C -0.53733 -2.04985 5.78888 -0.3 -0.1 0.3
C -0.13938 -3.17845 3.22057 0.1 -0.5 -0.1
S -0.19706 -4.79312 3.23749 0.0 -0.4 -0.1
S 1.45621 -2.40836 3.19373 0.4 0.5 0.4
C 1.74733 -1.74524 1.50701 -0.2 0.2 0.0
C 2.47529 -0.38781 1.46179 0.1 0.1 -0.4
C 1.84180 0.75739 0.60967 0.1 -0.3 0.5
Si 1.64627 2.41964 1.47359 -0.3 -0.2 -0.5
C 0.85377 3.79589 0.41374 0.4 -0.5 -0.2
C 0.30321 3.42560 -0.97733 0.2 0.4 0.1
C -1.19085 3.18281 -1.03169 -0.1 -0.2 0.4
C -1.69544 1.80608 -0.64610 -0.3 0.1 -0.2
C -1.69265 0.76166 -1.75722 0.7 0.0 0.4
C -0.41999 0.69808 -2.57551 -0.2 -0.4 -0.7
C -0.32994 -0.53819 -3.48593 0.8 0.8 0.9
C 0.61805 -0.28329 -4.63326 -1.1 -0.6 -0.8
O 1.97809 -0.38394 -4.21981 0.1 0.6 0.5
C 2.56318 0.74556 -3.79170 0.7 -0.1 1.2
C 2.40906 1.98815 -4.62263 0.1 0.2 -0.1
O 3.23600 0.76082 -2.77134 -0.6 -0.2 -1.1
P 0.58566 2.36150 3.45519 0.2 0.8 0.7
C -1.21155 2.48550 3.07282 0.4 -0.2 -0.1
O 0.72650 0.82215 4.06378 -0.3 0.2 -0.1
H -4.19280 -2.15388 1.72179 -0.2 0.1 -0.3
H -3.20565 -0.89551 2.45991 0.2 0.6 -0.1
H -4.20692 -1.96518 3.43859 -0.1 0.2 0.3
H -2.84352 -3.79430 3.13606 0.1 -0.4 0.1
H -2.15058 -3.20871 1.65364 0.4 0.0 -0.2
H -2.18543 -3.20821 5.12432 0.0 -0.4 -0.2
H -2.37056 -1.48962 4.91841 -0.3 0.2 -0.1
H 0.22300 -2.81663 5.75661 0.3 -0.1 -0.1
H -0.96901 -2.10190 6.78207 -0.1 0.0 0.3
H -0.09666 -1.06887 5.70586 0.3 0.2 -0.3
H 0.82926 -1.76268 0.93472 -0.4 0.1 0.0
H 2.39970 -2.47207 1.04858 0.0 -0.4 -0.1
H 3.40633 -0.59667 0.95336 0.4 -0.1 0.1
H 2.74647 -0.07415 2.46129 -0.1 0.1 0.3
H 0.92464 0.40083 0.16608 -0.5 0.0 -0.1
H 2.51875 0.93546 -0.22018 0.0 0.1 -0.4
H 3.01877 2.89224 1.78311 0.0 -0.1 0.2
H 0.13760 4.37866 0.97991 -0.3 0.1 0.2
H 1.67927 4.47646 0.23362 0.3 0.2 0.1
H 0.49051 4.27828 -1.62200 0.1 0.2 -0.2
H 0.89575 2.61871 -1.38525 0.0 -0.3 -0.2
H -1.63483 3.88057 -0.32718 -0.2 0.3 0.1
H -1.60551 3.43827 -2.00159 0.0 0.1 -0.3
H -1.18890 1.45648 0.24719 0.3 -0.2 0.2
H -2.72665 1.94548 -0.35180 -0.5 -0.1 0.3
H -1.84179 -0.21168 -1.29849 -0.3 -0.3 0.0
H -2.51014 0.96433 -2.43850 -0.4 -0.1 -0.1
H 0.46760 0.69242 -1.96092 0.2 0.1 0.3
H -0.36969 1.57531 -3.21807 0.0 0.4 0.0
H -1.30217 -0.86312 -3.82735 -0.2 -0.1 -0.3
H 0.13678 -1.31085 -2.88810 -0.3 -0.6 0.0
H 0.43861 -1.03670 -5.38190 0.4 -0.4 -0.3
H 0.36591 0.66926 -5.09213 0.3 0.3 -0.1
H 1.50600 2.51511 -4.34793 -0.3 0.1 0.0
H 2.40606 1.79759 -5.68624 -0.2 -0.2 -0.3
H 3.23381 2.64571 -4.40051 0.3 0.1 0.2
H -1.72217 2.66766 4.00743 -0.3 -0.1 0.2
H -1.41118 3.33051 2.42749 0.1 0.3 -0.2
H -1.59717 1.59986 2.57792 -0.2 -0.2 0.0
H 0.09316 0.24297 3.62571 0.1 -0.5 -0.1
O 0.78051 -3.33678 -4.73619 0.0 0.0 0.1
Cl 1.23387 -3.82896 -6.02121 0.0 -0.1 0.0
O 2.67541 -3.82646 -6.06047 0.0 0.0 0.0
O 0.71871 -2.96155 -7.06384 0.0 0.0 0.0
O 0.74425 -5.17257 -6.21465 0.0 0.0 -0.1
```
Positions in Å, forces in eV/Å.

LUMO	0.042	Ha
charge	-1
E_tot	-3216.59209	a.u.
E_HOMO	-5.965	eV

Löwdin population analysis, charges in e, atoms 1 to 5: atom 1 (C): -0.0820, atom 2 (C): -0.2991, atom 3 (N): -0.2143, atom 4 (C): -0.2571, atom 5 (C): -0.0979